[1]
41
Properties=species:S:1:pos:R:3 method="wB97M-V/def2-TZVPD" homo_lumo_gap_ev=7.22 e_tot_ha=-904.4664 total_charge=-1
C 5.079 -2.673 0.611
C 4.193 -1.537 -0.172
O 4.783 -0.221 0.182
C 3.773 0.518 0.965
O 3.362 -0.015 2.149
C 3.149 1.989 0.507
C 2.095 1.786 -0.743
C 0.627 2.372 -0.310
In -0.995 0.733 -0.168
C -1.133 -0.121 -2.306
C -2.540 -0.965 -2.392
O -2.314 -2.263 -1.704
C -2.882 1.805 0.494
C -3.802 0.984 1.576
C -4.191 -0.537 1.102
N -4.047 -1.473 2.292
H 5.564 -3.449 -0.130
H 5.936 -2.144 1.208
H 4.441 -3.280 1.384
H 4.241 -1.669 -1.353
H 3.043 -1.622 0.105
H 3.977 2.769 0.201
H 2.603 2.424 1.471
H 2.066 0.684 -1.171
H 2.485 2.470 -1.626
H 0.603 2.928 0.729
H 0.242 3.075 -1.194
H -0.487 -0.618 0.913
H -1.161 0.753 -3.091
H -0.170 -0.765 -2.535
H -2.870 -1.102 -3.521
H -3.365 -0.297 -1.879
H -2.012 -2.929 -2.400
H -3.478 2.152 -0.454
H -2.527 2.808 1.035
H -4.833 1.580 1.654
H -3.356 1.002 2.682
H -5.337 -0.583 0.780
H -3.547 -0.938 0.211
H -3.267 -1.166 2.915
H -3.949 -2.465 1.983

***

[2]
44
Properties=species:S:1:pos:R:3 method="wB97M-V/def2-TZVPD" homo_lumo_gap_ev=8.72 e_tot_ha=-1240.4669 total_charge=+1
N -2.074 2.994 6.173
C -2.541 1.792 5.663
O -3.654 1.446 5.796
C -1.526 0.955 4.905
C -2.230 -0.239 4.204
P -0.950 -1.485 3.837
C -1.085 -2.258 2.196
C -0.596 -3.722 2.209
O 0.552 -3.941 2.275
H -1.349 3.351 5.554
H -2.820 3.684 6.140
H -0.760 0.529 5.558
H -1.024 1.566 4.151
H -2.936 -0.638 4.935
H -2.786 0.076 3.325
H -0.955 -2.428 4.881
H 0.304 -0.853 3.902
H -2.093 -2.172 1.790
H -0.404 -1.724 1.541
H -1.314 -4.561 2.181
C -0.437 0.596 -0.055
O -1.151 0.452 0.942
N -0.884 0.823 -1.283
C 0.026 0.985 -2.415
C -2.319 0.914 -1.504
H 0.661 0.548 0.003
H -0.126 1.971 -2.856
H -0.188 0.217 -3.159
H 1.050 0.894 -2.096
H -2.733 1.723 -0.902
H -2.798 -0.019 -1.201
H -2.521 1.101 -2.554
C 3.472 0.213 -3.913
O 2.539 0.785 -3.366
N 3.486 -0.176 -5.194
C 4.629 -0.852 -5.783
C 2.319 0.088 -6.021
H 4.402 -0.032 -3.375
H 5.012 -0.262 -6.617
H 4.325 -1.835 -6.147
H 5.419 -0.977 -5.045
H 2.129 1.161 -6.056
H 1.445 -0.403 -5.589
H 2.485 -0.286 -7.028

***

[3]
41
Properties=species:S:1:pos:R:3 method="wB97M-V/def2-TZVPD" relative_energy_ev=0.116 homo_lumo_gap_ev=7.53 e_tot_ha=-1672.8393 total_charge=-1
C -2.103 -1.191 2.032
C -1.334 -2.447 1.640
C -0.903 -2.584 0.157
Al -1.085 -1.054 -1.171
O 0.589 -0.407 -1.389
C 0.710 0.851 -1.962
C 1.334 1.881 -1.001
C 2.857 1.781 -1.027
C 0.802 1.735 0.430
C 0.030 2.937 0.984
C -1.140 3.361 0.087
C -0.479 2.607 2.384
H -2.236 -1.155 3.117
H -3.095 -1.177 1.582
H -1.582 -0.287 1.724
H -1.960 -3.302 1.915
H -0.454 -2.505 2.283
H -1.377 -3.470 -0.268
H 0.169 -2.814 0.162
H -2.102 0.132 -0.740
H -1.573 -1.658 -2.616
H -0.252 1.240 -2.325
H 1.364 0.794 -2.845
H 1.071 2.875 -1.370
H 3.244 1.989 -2.024
H 3.309 2.498 -0.340
H 3.168 0.779 -0.735
H 1.657 1.570 1.091
H 0.172 0.850 0.517
H 0.723 3.779 1.083
H -1.295 4.439 0.126
H -0.984 3.087 -0.952
H -2.060 2.873 0.403
H -0.892 3.487 2.876
H -1.277 1.866 2.309
H 0.310 2.183 3.002
C 1.401 -4.981 -1.856
Cl -0.253 -5.315 -2.349
Cl 2.155 -6.352 -1.013
H 1.988 -4.767 -2.739
H 1.381 -4.132 -1.182

***

[4]
47
Properties=species:S:1:pos:R:3 method="wB97M-V/def2-TZVPD" relative_energy_ev=0.000 homo_lumo_gap_ev=7.18 e_tot_ha=-6161.4117 total_charge=0
Au -0.432 -0.135 -0.286
C -0.363 -1.295 2.694
N -0.270 -0.011 1.983
C -1.348 0.866 2.481
C 1.034 0.635 2.273
C 2.227 -0.102 1.687
N 2.244 -0.087 0.235
C 2.751 1.170 -0.295
C 2.966 -1.217 -0.321
H -0.208 -1.131 3.766
H 0.379 -1.999 2.329
H -1.345 -1.730 2.531
H -1.239 1.008 3.561
H -2.310 0.399 2.278
H -1.297 1.825 1.975
H 1.151 0.688 3.363
H 0.979 1.653 1.890
H 2.212 -1.143 2.017
H 3.143 0.345 2.107
H 3.814 1.313 -0.047
H 2.175 2.008 0.090
H 2.643 1.172 -1.381
H 4.028 -1.219 -0.029
H 2.905 -1.179 -1.409
H 2.505 -2.149 0.009
O 0.228 -2.812 -4.850
C 0.008 -3.188 -3.486
C -1.416 -2.809 -3.098
C -2.426 -3.634 -3.925
O -2.440 -3.342 -5.306
C -1.714 -1.329 -3.325
Se -0.396 -0.043 -2.703
C -1.681 -3.179 -1.638
Se -0.432 -2.574 -0.261
H 1.169 -2.845 -5.039
H 0.719 -2.685 -2.830
H 0.131 -4.272 -3.371
H -3.436 -3.430 -3.559
H -2.222 -4.700 -3.750
H -1.522 -3.270 -5.601
H -2.670 -1.068 -2.873
H -1.788 -1.120 -4.392
H -1.660 -4.266 -1.520
H -2.678 -2.841 -1.358
O -1.197 4.228 -0.725
S -1.307 2.799 -0.972
N -0.394 1.933 -0.165

***

[5]
56
Properties=species:S:1:pos:R:3 method="wB97M-V/def2-TZVPD" smiles="C[N+](=O)[O-].C[N+](=O)[O-].C[N+](=O)[O-].C[N+](=O)[O-].COC(=O)OC.ClCCCl.ClCCCl" relative_energy_ev=1.235 homo_lumo_gap_ev=9.78 e_tot_ha=-3321.7495 total_charge=0
Cl -6.549 7.770 -13.731
C -7.792 8.412 -14.832
C -8.502 9.600 -14.122
Cl -7.278 10.888 -13.703
H -8.465 7.583 -15.051
H -7.318 8.874 -15.698
H -9.061 9.312 -13.232
H -9.211 10.084 -14.793
Cl -11.809 17.674 -11.287
C -13.363 16.764 -11.213
C -13.040 15.466 -10.420
Cl -14.499 14.504 -10.139
H -13.775 16.544 -12.197
H -14.131 17.351 -10.711
H -12.595 15.752 -9.467
H -12.281 14.849 -10.902
C -14.044 9.603 -17.685
N -13.481 10.884 -17.170
O -12.725 11.553 -17.925
O -13.858 11.302 -16.089
H -13.817 9.486 -18.745
H -15.119 9.774 -17.642
H -13.863 8.830 -16.939
C -7.157 12.928 -9.337
N -7.260 14.017 -10.325
O -6.893 13.819 -11.454
O -7.565 15.132 -9.935
H -6.619 12.105 -9.808
H -8.133 12.547 -9.036
H -6.609 13.284 -8.465
C -15.254 12.434 -13.263
N -16.549 12.851 -12.628
O -16.833 14.050 -12.733
O -17.205 11.991 -12.063
H -14.660 11.929 -12.502
H -14.676 13.304 -13.574
H -15.576 11.895 -14.155
C -8.461 16.087 -13.715
N -9.521 16.631 -14.639
O -10.530 17.076 -14.081
O -9.476 16.446 -15.862
H -8.798 15.059 -13.582
H -8.478 16.534 -12.721
H -7.460 16.103 -14.147
C -10.114 10.959 -11.028
O -10.457 11.127 -12.419
C -10.851 12.347 -12.887
O -10.830 13.392 -12.208
O -11.350 12.236 -14.116
C -11.734 13.396 -14.823
H -10.931 11.512 -10.564
H -9.173 11.456 -10.789
H -10.072 9.894 -10.797
H -12.415 13.981 -14.204
H -12.215 13.162 -15.773
H -10.965 14.148 -14.998

***

[6]
46
Properties=species:S:1:pos:R:3 method="wB97M-V/def2-TZVPD" s2=15.95 homo_lumo_gap_ev="5.88 / 4.02" multiplicity=8 e_tot_ha=-5449.0543 total_charge=+2
I 0.395 1.359 -5.427
I -0.376 3.060 -2.757
Gd 0.031 0.552 -1.543
P -2.745 0.049 -1.425
C -3.687 1.165 -0.322
C -3.298 0.432 -3.111
H -4.388 0.324 -3.193
H -4.456 -1.667 -1.205
H -2.756 -0.239 -3.792
H -2.857 -2.314 -1.758
H -3.397 2.197 -0.559
H -2.948 1.446 -3.343
C -3.364 -1.614 -1.082
H -4.770 1.014 -0.451
H -3.050 -1.908 -0.072
H -3.369 0.960 0.709
P 2.804 0.086 -1.417
C 3.748 1.204 -0.319
C 3.434 -1.573 -1.063
H 2.833 -0.214 -3.780
H 4.466 0.359 -3.182
H 3.008 1.462 -3.351
C 3.374 0.457 -3.098
H 2.934 -2.282 -1.735
H 4.526 -1.625 -1.184
H 4.831 1.060 -0.449
H 3.433 0.999 0.714
H 3.123 -1.863 -0.051
H 3.454 2.235 -0.555
Cl 0.025 -1.502 -2.965
C -2.527 -0.606 2.918
N -1.160 -0.193 3.248
C -0.777 0.517 4.378
C 0.574 0.581 4.389
N 1.031 -0.093 3.261
C 2.436 -0.379 2.949
C -0.042 -0.516 2.513
Se 0.007 -1.356 0.851
H -3.181 0.266 2.775
H -2.961 -1.219 3.724
H -2.527 -1.195 1.989
H -1.468 0.913 5.083
H 1.214 1.034 5.096
H 3.011 0.548 2.818
H 2.910 -0.963 3.755
H 2.501 -0.959 2.017

***

[7]
44
Properties=species:S:1:pos:R:3 method="wB97M-V/def2-TZVPD" relative_energy_ev=0.000 homo_lumo_gap_ev="4.15 / 4.01" e_tot_ha=-1388.2974 total_charge=0
C -0.293 1.737 -1.748
C -1.000 2.914 -2.035
C -0.240 4.045 -1.616
C 0.999 3.604 -1.065
C 1.058 2.203 -1.094
La 0.217 -0.901 0.959
P 0.380 -3.975 1.084
H -0.570 0.705 -1.972
H -1.981 2.959 -2.508
H -0.548 5.084 -1.714
H 1.885 1.554 -0.803
H 1.784 4.259 -0.685
H 1.578 -4.740 1.247
H -0.012 -4.562 -0.165
H -0.463 -4.790 1.906
C 1.867 -1.988 3.826
N 1.657 -0.743 3.004
C 2.925 0.040 2.870
P 0.209 0.061 3.433
O -0.819 -0.972 2.945
N 0.017 0.507 4.946
C -1.304 0.356 5.595
C 1.091 1.118 5.756
N 0.099 1.252 2.194
C -1.314 1.543 1.763
C 0.821 2.534 2.470
H 2.878 -2.346 3.607
H 1.139 -2.760 3.542
H 1.788 -1.757 4.901
H 3.725 -0.695 2.719
H 2.887 0.695 1.988
H 3.139 0.618 3.785
H -1.565 -0.707 5.701
H -1.238 0.809 6.589
H -2.088 0.873 5.019
H 1.943 0.428 5.869
H 1.438 2.067 5.318
H 0.672 1.324 6.746
H -1.816 0.637 1.360
H -1.898 1.921 2.620
H -1.274 2.311 0.983
H 0.362 3.045 3.331
H 1.885 2.357 2.657
H 0.730 3.155 1.574

***

[8]
51
Properties=species:S:1:pos:R:3 method="wB97M-V/def2-TZVPD" relative_energy_ev=2.256 homo_lumo_gap_ev=3.90 e_tot_ha=-1665.8569 total_charge=-1
C 2.743 4.206 0.258
N 2.970 2.714 0.236
C 2.910 2.236 -1.190
C 4.434 2.621 0.865
C 1.930 2.158 1.183
C 1.776 0.547 1.214
O 0.770 0.246 1.988
H 2.084 4.691 0.961
H 2.385 4.519 -0.708
H 3.695 4.766 0.304
H 2.002 2.380 -1.481
H 3.219 1.141 -1.298
H 3.784 2.635 -1.876
H 4.492 3.095 1.864
H 5.135 3.018 -0.030
H 4.860 1.576 0.874
H 1.007 2.652 0.621
H 2.134 2.565 2.196
H 2.709 0.225 1.515
H 1.616 0.185 0.380
H 0.017 0.412 1.612
Li -0.926 0.060 -0.565
P -1.681 2.028 -0.033
O -2.478 1.092 -0.848
O -1.294 0.864 1.090
O -2.194 3.286 0.434
O -0.447 2.016 -0.835
C -6.267 -4.142 3.125
O -5.189 -4.137 2.225
C -4.430 -3.139 2.068
O -4.693 -2.064 2.755
O -3.528 -3.108 1.163
C -2.796 -1.987 0.770
H -7.013 -3.669 2.682
H -6.007 -3.411 4.030
H -6.513 -5.153 3.520
H -2.147 -1.407 1.410
H -3.409 -1.165 0.048
H -2.037 -2.393 -0.077
C 0.857 -4.033 -2.005
O 0.624 -3.180 -3.124
C 0.344 -1.920 -2.819
O -0.071 -1.605 -1.645
O 0.368 -1.058 -3.787
C 0.287 0.378 -3.599
H 1.699 -3.759 -1.343
H 1.200 -4.818 -2.357
H 0.035 -4.215 -1.358
H 0.759 0.800 -4.518
H 0.899 0.473 -2.565
H -0.647 0.753 -3.334